Entry 1:
{"formula": "C4H13NO", "method": "ωB97M-V with the def2-TZVPD basis set", "elements": ["N", "C", "C", "C", "C", "H", "H", "H", "H", "H", "H", "H", "H", "H", "H", "H", "O", "H", "H"], "coordinates": [[-0.831, -0.293, 0.820], [0.173, -1.087, 1.528], [-0.560, 2.949, -1.515], [-0.295, 0.981, 0.268], [-1.256, 1.804, -0.601], [-1.650, -0.013, 1.374], [0.991, -1.398, 0.856], [-0.288, -1.990, 1.962], [0.600, -0.482, 2.345], [-1.316, 3.514, -2.085], [0.165, 2.517, -2.225], [-0.026, 3.648, -0.849], [0.585, 0.664, -0.325], [0.066, 1.644, 1.078], [-1.962, 2.265, 0.116], [-1.844, 1.172, -1.294], [2.812, -5.310, -0.712], [2.158, -6.030, -0.563], [2.476, -4.555, -0.178]], "mulliken_charge": [-0.36, -0.76, -1.11, -0.57, -0.42, 0.23, 0.24, 0.31, 0.31, 0.33, 0.31, 0.30, 0.35, 0.25, 0.28, 0.31, -0.65, 0.33, 0.32], "e_tot_ha": -290.1646, "spin_multiplicity": 1, "homo_lumo_gap_ha": 0.350, "largest_force_ev_per_a": 1.7, "homo_ev": -8.778}

=====

Entry 2:
{"formula": "C3H12N2O", "method": "ωB97M-V with the def2-TZVPD basis set", "elements": ["C", "C", "N", "H", "H", "H", "H", "H", "H", "H", "H", "N", "C", "O", "H", "H", "H", "H"], "coordinates": [[1.807, -3.726, 1.047], [1.102, -2.652, 1.382], [1.388, 0.257, -2.615], [2.720, -3.995, 1.559], [-2.781, 3.524, 0.241], [1.399, -4.432, 0.332], [1.585, -1.832, 1.906], [0.098, -2.381, 1.077], [0.925, 1.071, -2.944], [1.890, -0.117, -3.413], [0.844, -0.476, -2.206], [-0.848, 2.502, 0.897], [-2.002, 1.761, 0.432], [-3.070, 2.636, 0.005], [0.029, 2.024, 0.880], [-0.852, 3.456, 0.598], [-2.480, 1.228, 1.257], [-1.754, 1.153, -0.436]], "mulliken_charge": [-0.41, -0.46, -0.63, 0.23, 0.26, 0.22, 0.20, 0.23, 0.21, 0.21, 0.21, -0.53, 0.03, -0.50, 0.21, 0.15, 0.21, 0.16], "e_tot_ha": -306.1739, "spin_multiplicity": 1, "homo_lumo_gap_ha": 0.367, "largest_force_ev_per_a": 1.6, "homo_ev": -9.266}

=====

Entry 3:
{"formula": "C29H39N2O2Rh", "method": "ωB97M-V with the def2-TZVPD basis set", "elements": ["Rh", "C", "C", "C", "C", "C", "C", "C", "C", "C", "C", "H", "H", "H", "H", "H", "H", "H", "H", "H", "H", "H", "H", "H", "H", "C", "C", "C", "C", "C", "C", "C", "N", "C", "C", "C", "C", "C", "C", "C", "N", "C", "C", "C", "C", "H", "H", "H", "H", "H", "H", "H", "H", "H", "H", "H", "H", "H", "H", "H", "H", "H", "H", "H", "H", "H", "H", "H", "H", "O", "C", "O", "H"], "coordinates": [[-1.451, -0.444, -1.659], [-0.366, 2.714, -2.527], [0.078, 2.279, -3.931], [1.455, 2.844, -4.255], [-0.005, 0.769, -4.039], [-1.248, 0.134, -3.964], [-1.342, -1.275, -3.895], [-0.212, -2.076, -4.151], [-0.333, -3.565, -4.205], [0.997, -1.428, -4.395], [1.105, -0.050, -4.295], [-0.347, 3.799, -2.426], [0.312, 2.297, -1.774], [-1.389, 2.387, -2.315], [-0.640, 2.687, -4.649], [2.210, 2.492, -3.547], [1.431, 3.930, -4.189], [1.775, 2.583, -5.264], [-2.155, 0.729, -3.965], [-2.309, -1.769, -3.915], [-0.696, -3.869, -5.190], [-1.050, -3.933, -3.470], [0.626, -4.055, -4.046], [1.876, -2.013, -4.641], [2.072, 0.408, -4.452], [-3.647, 1.793, 4.488], [-2.279, 2.263, 3.967], [-1.197, 1.853, 4.965], [-2.274, 3.793, 3.823], [-2.057, 1.644, 2.598], [-2.926, 1.934, 1.541], [-2.744, 1.352, 0.310], [-1.726, 0.507, 0.080], [-0.851, 0.231, 1.061], [-1.002, 0.777, 2.321], [0.270, -0.631, 0.639], [1.289, -1.018, 1.476], [2.361, -1.785, 1.008], [2.326, -2.121, -0.340], [1.269, -1.719, -1.132], [0.256, -0.983, -0.675], [3.474, -2.205, 1.950], [2.861, -3.026, 3.096], [4.136, -0.937, 2.514], [4.531, -3.048, 1.239], [-3.834, 2.245, 5.461], [-3.675, 0.708, 4.608], [-4.461, 2.088, 3.825], [-1.401, 2.326, 5.924], [-0.203, 2.179, 4.649], [-1.183, 0.774, 5.135], [-2.424, 4.245, 4.804], [-3.075, 4.149, 3.174], [-1.323, 4.153, 3.428], [-3.756, 2.612, 1.672], [-3.410, 1.550, -0.517], [-0.286, 0.537, 3.091], [1.257, -0.719, 2.513], [3.108, -2.711, -0.793], [1.224, -2.004, -2.169], [2.141, -2.449, 3.678], [3.654, -3.340, 3.775], [2.364, -3.922, 2.721], [3.435, -0.325, 3.084], [4.563, -0.324, 1.718], [4.943, -1.224, 3.188], [4.112, -3.970, 0.832], [5.302, -3.330, 1.956], [5.023, -2.496, 0.436], [-2.676, -1.845, -0.994], [-3.703, -1.264, -1.490], [-3.488, -0.181, -2.094], [-4.693, -1.710, -1.381]], "mulliken_charge": [0.58, -1.09, 0.71, -1.82, 0.61, -1.84, 0.23, 0.65, -1.78, -0.98, -0.06, 0.52, 0.21, 0.13, 0.42, 0.40, 0.41, 0.46, 0.65, 0.72, 0.42, 0.42, 0.35, 0.43, 0.48, -1.55, 1.98, -2.08, -1.58, 0.31, -1.04, -0.79, 0.26, 0.20, -0.63, -0.05, -0.65, 0.47, -0.88, -0.47, 0.09, 1.72, -1.49, -1.51, -2.16, 0.46, 0.37, 0.35, 0.41, 0.45, 0.43, 0.47, 0.32, 0.39, 0.52, 0.63, 0.69, 0.58, 0.60, 0.42, 0.33, 0.45, 0.39, 0.34, 0.39, 0.45, 0.42, 0.44, 0.41, -0.43, 0.33, -0.50, 0.49], "e_tot_ha": -1498.5024, "spin_multiplicity": 1, "homo_lumo_gap_ha": 0.254, "total_charge": 2, "largest_force_ev_per_a": 0.4, "homo_ev": -15.123}